(1)
Molecular formula: C45H36BrNOsPS
Method: DFT, the ωB97M-V functional and the def2-TZVPD basis

Maximum force (eV/A): 2.33
Net charge: +1
Relative energy (zero: lowest compared OMol25 entry of this formula, charge and spin) (eV): 0.551
Kohn-Sham gap (spin up / spin down) (eV): 6.19 / 6.19
Lowest unoccupied orbital energy (spin up / spin down) (eV): -4.2 / -4.2

CARTESIAN COORDINATES (ANGSTROEM)
Os 0.90821 -0.19628 0.73154
Br 2.74052 1.62387 1.71567
C 2.43282 1.11189 3.51733
C 3.14029 1.73716 4.50463
C 2.94898 1.33514 5.83813
C 2.06664 0.33141 6.12761
C 1.32394 -0.30145 5.10611
C 0.39924 -1.33623 5.41697
C -0.34588 -1.92375 4.43984
C -0.19465 -1.50239 3.10138
C 0.71578 -0.52401 2.71386
C 1.49215 0.09216 3.75751
H 3.83776 2.52816 4.26508
H 3.50929 1.82112 6.62466
H 1.92018 0.00760 7.15027
H 0.30326 -1.64561 6.45050
H -1.04947 -2.70912 4.68226
H -0.82560 -1.96932 2.35345
C -5.86296 -0.03075 -1.13319
C -5.08289 -0.21115 0.17711
C -6.02016 -0.75621 1.26567
C -4.55868 1.15041 0.62446
C -3.94866 -1.20511 -0.05814
C -4.27641 -2.53148 -0.40687
C -3.32286 -3.49350 -0.64116
C -1.98523 -3.12894 -0.51368
S -0.56953 -4.11479 -0.69039
C 0.40991 -2.76303 -0.33143
N -0.24960 -1.64663 -0.08944
C -1.63599 -1.82564 -0.17379
C -2.61366 -0.85316 0.04663
C 1.85942 -2.77003 -0.18363
C 2.65267 -3.88242 -0.45304
C 4.01208 -3.81579 -0.20968
C 4.56698 -2.65045 0.31285
C 3.77654 -1.53829 0.56759
C 2.40614 -1.58013 0.32743
H -6.65657 0.70583 -0.99649
H -6.32451 -0.96376 -1.45861
H -5.20550 0.31953 -1.93123
H -6.77965 -0.01093 1.50610
H -5.46678 -0.98477 2.17845
H -6.53690 -1.66114 0.94585
H -5.40071 1.81242 0.83094
H -3.94722 1.62003 -0.14771
H -3.96357 1.07373 1.53748
H -5.31737 -2.81088 -0.49642
H -3.60425 -4.50060 -0.91770
H -2.30223 0.15034 0.30231
H 2.21200 -4.78876 -0.85172
H 4.64047 -4.67132 -0.41574
H 5.62926 -2.60966 0.51708
H 4.23431 -0.63942 0.95879
C 5.26596 2.93132 -1.85778
C 5.23028 1.54362 -1.82950
C 4.01094 0.88532 -1.77634
C 2.81991 1.61195 -1.76443
C 2.86111 3.00308 -1.81693
C 4.08380 3.65871 -1.85483
P 1.25781 0.69326 -1.67089
C 0.79659 0.34724 -3.39276
C 1.61798 0.66404 -4.46856
C 1.16357 0.46602 -5.76693
C -0.10125 -0.05372 -5.99232
C -0.91235 -0.40126 -4.91803
C -0.46448 -0.20610 -3.62320
C 0.04214 1.87316 -1.08237
C -0.75190 2.81949 -1.70991
C -1.61106 3.57018 -0.91475
C -1.65042 3.36634 0.46175
C -0.87155 2.39043 1.07780
C -0.04037 1.60757 0.28416
H 6.21692 3.44713 -1.87819
H 6.15068 0.97479 -1.84897
H 3.98023 -0.19731 -1.73945
H 1.94114 3.57403 -1.81416
H 4.11161 4.73984 -1.88812
H 2.60713 1.07073 -4.30164
H 1.80265 0.72335 -6.60109
H -0.45952 -0.18449 -7.00473
H -1.89229 -0.82568 -5.09246
H -1.10057 -0.47394 -2.78508
H -0.71022 2.96589 -2.78285
H -2.24755 4.32153 -1.36358
H -2.30961 3.97306 1.06994
H -0.92870 2.24649 2.15067

Löwdin charges in e: number 1, Os, carries 1.1850; number 2, Br, carries 1.0008; number 3, C, carries -0.5389; number 4, C, carries -0.1036; number 5, C, carries -0.0558; number 6, C, carries -0.0150; number 7, C, carries -0.1566; number 8, C, carries -0.0044; number 9, C, carries -0.0551; number 10, C, carries -0.0799; number 11, C, carries -0.2706; number 12, C, carries -0.2139; number 13, H, carries 0.1086; number 14, H, carries 0.1141; number 15, H, carries 0.1204; number 16, H, carries 0.1219; number 17, H, carries 0.1113; number 18, H, carries 0.0855; number 19, C, carries -0.0362; number 20, C, carries -0.5571; number 21, C, carries -0.0393; number 22, C, carries -0.0619; number 23, C, carries -0.1480; number 24, C, carries -0.0141; number 25, C, carries -0.0541; number 26, C, carries -0.4465; number 27, S, carries 1.1803; number 28, C, carries -0.5274; number 29, N, carries -0.1118; number 30, C, carries -0.2848; number 31, C, carries 0.0535; number 32, C, carries -0.2462; number 33, C, carries -0.0304; number 34, C, carries -0.0554; number 35, C, carries -0.0570; number 36, C, carries -0.1186; number 37, C, carries -0.2505; number 38, H, carries 0.0911; number 39, H, carries 0.0812; number 40, H, carries 0.0915; number 41, H, carries 0.0895; number 42, H, carries 0.0938; number 43, H, carries 0.0787; number 44, H, carries 0.0929; number 45, H, carries 0.0763; number 46, H, carries 0.0910; number 47, H, carries 0.1160; number 48, H, carries 0.1185; number 49, H, carries 0.0919; number 50, H, carries 0.1076; number 51, H, carries 0.1129; number 52, H, carries 0.1127; number 53, H, carries 0.0664; number 54, C, carries -0.0682; number 55, C, carries -0.0662; number 56, C, carries -0.1147; number 57, C, carries -0.3983; number 58, C, carries -0.0778; number 59, C, carries -0.0645; number 60, P, carries 1.0479; number 61, C, carries -0.3338; number 62, C, carries -0.0710; number 63, C, carries -0.0668; number 64, C, carries -0.0707; number 65, C, carries -0.0704; number 66, C, carries -0.0937; number 67, C, carries -0.4171; number 68, C, carries -0.0628; number 69, C, carries -0.0711; number 70, C, carries -0.0810; number 71, C, carries -0.1066; number 72, C, carries -0.3869; number 73, H, carries 0.1096; number 74, H, carries 0.1104; number 75, H, carries 0.0989; number 76, H, carries 0.1058; number 77, H, carries 0.1105; number 78, H, carries 0.1035; number 79, H, carries 0.1099; number 80, H, carries 0.1092; number 81, H, carries 0.1086; number 82, H, carries 0.0982; number 83, H, carries 0.1188; number 84, H, carries 0.1097; number 85, H, carries 0.1132; number 86, H, carries 0.1068

---

(2)
Molecular formula: C7H13NO
Method: DFT, the ωB97M-V functional and the def2-TZVPD basis

SMILES: CC1=N[C@H](O)C(C)(C)C1
Maximum force (eV/A): 2.96
Net charge: 0
Relative energy (zero: lowest compared OMol25 entry of this formula, charge and spin) (eV): 1.108
Kohn-Sham gap (eV): 10.48
Lowest unoccupied orbital energy (eV): 0.8

CARTESIAN COORDINATES (ANGSTROEM)
C 0.54803 1.50076 0.36708
C 0.30501 0.06294 0.85109
C 0.67947 0.24415 -1.41170
C -0.18731 -0.57663 -0.42148
C 0.50719 2.67097 1.26374
C -1.63906 -0.36803 -0.50071
C 0.01475 -2.06677 -0.42522
N 0.67055 1.62533 -0.90169
O 0.24612 0.10290 -2.75589
H 1.25727 -0.43527 1.08108
H -0.37125 -0.03175 1.72874
H 1.67190 -0.20974 -1.29515
H 1.44709 2.75380 1.85675
H -0.31555 2.53016 2.00345
H 0.17193 3.48209 0.71493
H -2.15540 -0.97444 -1.30786
H -1.81941 0.75217 -0.53190
H -2.00069 -0.68451 0.43731
H 0.14593 -2.28505 -1.50389
H -0.81358 -2.65880 -0.06591
H 0.89623 -2.26327 0.09113
H -0.61233 0.49529 -2.80756

Löwdin charges in e: number 1, C, carries -0.3502; number 2, C, carries -0.0800; number 3, C, carries -0.3478; number 4, C, carries -0.5712; number 5, C, carries -0.0289; number 6, C, carries -0.0615; number 7, C, carries -0.0287; number 8, N, carries 0.1664; number 9, O, carries 0.0094; number 10, H, carries 0.1266; number 11, H, carries 0.1360; number 12, H, carries 0.1610; number 13, H, carries 0.1029; number 14, H, carries 0.0912; number 15, H, carries 0.0512; number 16, H, carries 0.1186; number 17, H, carries 0.1175; number 18, H, carries 0.0652; number 19, H, carries 0.1056; number 20, H, carries 0.0876; number 21, H, carries 0.0567; number 22, H, carries 0.0724

---

(3)
Molecular formula: C56H39N4O11PS2Sr
Method: DFT, the ωB97M-V functional and the def2-TZVPD basis

Maximum force (eV/A): 1.61
Net charge: -2
Relative energy (zero: lowest compared OMol25 entry of this formula, charge and spin) (eV): 0.622
Kohn-Sham gap (eV): 5.10
Lowest unoccupied orbital energy (eV): 2.9

CARTESIAN COORDINATES (ANGSTROEM)
Sr -0.19365 -0.52974 -0.90818
C -6.80314 5.07460 11.43398
O -7.34649 5.19594 10.13815
C -6.59520 4.71915 9.09991
C -5.34546 4.13575 9.24159
C -4.66908 3.68343 8.11188
C -5.21520 3.80226 6.84253
C -6.47711 4.39441 6.72128
C -7.15732 4.84608 7.83018
C -4.52964 3.33479 5.63402
N -5.01396 3.42626 4.41988
C -4.05468 2.86946 3.60270
C -2.98024 2.43934 4.34106
N -3.29413 2.74311 5.64495
C -1.82037 1.81815 3.78279
C -0.70729 1.38566 4.52141
C 0.33531 0.80467 3.85807
C 0.25163 0.65445 2.46297
N -0.78452 1.05100 1.75467
C -1.81215 1.63478 2.39237
C -2.94338 2.09788 1.57835
N -2.85751 1.91310 0.25411
C -3.85166 2.30793 -0.50759
C -5.00371 2.92954 -0.00697
C -5.10679 3.13255 1.34725
C -4.06172 2.70910 2.17539
H -7.53728 5.50028 12.11343
H -5.86318 5.62635 11.52765
H -6.63081 4.02759 11.69970
H -4.88375 4.02263 10.21156
H -3.69526 3.23060 8.25340
H -6.90488 4.48661 5.73229
H -8.13392 5.30357 7.73952
H -2.72903 2.54345 6.44894
H -0.68583 1.49739 5.60099
H 1.20326 0.42333 4.37589
H 1.06809 0.19606 1.92150
H -3.74071 2.11049 -1.56954
H -5.79439 3.22659 -0.68358
H -5.97552 3.60094 1.79294
O 0.25907 -3.17908 -4.38790
S -0.36861 -2.31579 -3.41443
O -0.35866 -2.82102 -2.03875
O 0.10936 -0.93311 -3.43182
C -2.13295 -2.34301 -3.86221
C -2.40595 -3.08451 -5.00658
C -3.70376 -3.32527 -5.43192
C -4.76207 -2.83034 -4.69518
C -4.50685 -2.07139 -3.56300
C -3.21138 -1.80424 -3.13436
S -3.12778 -0.65415 -1.72761
O -2.19509 0.37943 -2.18372
O -4.49022 -0.20677 -1.54915
O -2.56532 -1.35936 -0.57515
H -1.56644 -3.49262 -5.54966
H -3.87574 -3.90839 -6.32893
H -5.78562 -3.01850 -4.99707
H -5.31939 -1.64632 -2.99246
C 7.96026 -1.22750 1.56804
C 7.57783 -1.34546 0.23837
C 6.29466 -0.99080 -0.15680
C 5.36398 -0.51688 0.76777
C 5.76001 -0.42090 2.10175
C 7.04484 -0.76152 2.50172
P 3.62108 -0.00317 0.37338
C 3.45981 -0.83941 -1.25062
C 3.67739 -0.20958 -2.47397
C 3.57164 -0.92236 -3.65915
C 3.24394 -2.27084 -3.63914
C 3.01854 -2.90487 -2.42659
C 3.12362 -2.19296 -1.23934
C 3.93933 1.73905 -0.10042
C 5.16038 2.36008 -0.02538
C 5.27874 3.73859 -0.31533
C 4.17704 4.46396 -0.66688
C 2.89978 3.85299 -0.75092
C 1.74596 4.59194 -1.10334
C 0.53744 3.95563 -1.15421
C 0.43680 2.57326 -0.86797
C 1.51233 1.76515 -0.53512
C 2.76252 2.46434 -0.47294
H 8.96182 -1.50524 1.87542
H 8.28332 -1.71475 -0.49731
H 6.00856 -1.08499 -1.19758
H 5.03989 -0.07459 2.83586
H 7.32748 -0.67425 3.54451
H 3.90838 0.84878 -2.49693
H 3.71049 -0.41265 -4.60530
H 3.10488 -2.81355 -4.56465
H 2.71205 -3.94358 -2.40750
H 2.90306 -2.67673 -0.29487
H 6.04731 1.80602 0.25685
H 6.25184 4.21441 -0.25606
H 4.26341 5.52413 -0.88862
H 1.83901 5.65191 -1.32107
H -0.35907 4.51331 -1.41156
H -0.57501 2.16927 -0.89381
O 0.18286 -2.28412 3.01275
C 0.47776 -2.66865 1.87397
O 0.75683 -1.94554 0.86944
C 0.59156 -4.17688 1.65052
C 0.53870 -5.03016 2.74497
C 0.66782 -6.41504 2.60893
C 0.84904 -6.88897 1.33332
O 0.96976 -8.20152 0.91456
C 1.31802 -8.10844 -0.46393
O 1.03447 -6.79890 -0.91092
C 0.89100 -6.04467 0.24205
C 0.76415 -4.68439 0.35620
H 0.39159 -4.57840 3.71681
H 0.62645 -7.08380 3.45878
H 0.72275 -8.82354 -1.03281
H 2.39157 -8.31485 -0.57867
H 0.76061 -4.02408 -0.50039

Here are the Löwdin charges for atoms 1 to 99, given in e: number 1, Sr, carries 1.4737; number 2, C, carries -0.1009; number 3, O, carries -0.0911; number 4, C, carries -0.2881; number 5, C, carries -0.0273; number 6, C, carries -0.0275; number 7, C, carries -0.1515; number 8, C, carries -0.0161; number 9, C, carries -0.0032; number 10, C, carries -0.2885; number 11, N, carries 0.1824; number 12, C, carries -0.1709; number 13, C, carries -0.1304; number 14, N, carries 0.1734; number 15, C, carries -0.0866; number 16, C, carries -0.0188; number 17, C, carries -0.0348; number 18, C, carries -0.1174; number 19, N, carries 0.1455; number 20, C, carries -0.1246; number 21, C, carries -0.1237; number 22, N, carries 0.1419; number 23, C, carries -0.1407; number 24, C, carries -0.0472; number 25, C, carries -0.0186; number 26, C, carries -0.0890; number 27, H, carries 0.0875; number 28, H, carries 0.0924; number 29, H, carries 0.0927; number 30, H, carries 0.0975; number 31, H, carries 0.1039; number 32, H, carries 0.1115; number 33, H, carries 0.1161; number 34, H, carries 0.1389; number 35, H, carries 0.1006; number 36, H, carries 0.1078; number 37, H, carries 0.0574; number 38, H, carries 0.0956; number 39, H, carries 0.0976; number 40, H, carries 0.1053; number 41, O, carries -0.3234; number 42, S, carries 0.4430; number 43, O, carries -0.4168; number 44, O, carries -0.4065; number 45, C, carries -0.1885; number 46, C, carries -0.0711; number 47, C, carries -0.0930; number 48, C, carries -0.0934; number 49, C, carries -0.0713; number 50, C, carries -0.1895; number 51, S, carries 0.4382; number 52, O, carries -0.4353; number 53, O, carries -0.3264; number 54, O, carries -0.4102; number 55, H, carries 0.0976; number 56, H, carries 0.0938; number 57, H, carries 0.0938; number 58, H, carries 0.0984; number 59, C, carries -0.1215; number 60, C, carries -0.1016; number 61, C, carries -0.0843; number 62, C, carries -0.3730; number 63, C, carries -0.1175; number 64, C, carries -0.1098; number 65, P, carries 1.1205; number 66, C, carries -0.3945; number 67, C, carries -0.0870; number 68, C, carries -0.0856; number 69, C, carries -0.1035; number 70, C, carries -0.0866; number 71, C, carries -0.1076; number 72, C, carries -0.3342; number 73, C, carries -0.0996; number 74, C, carries -0.1122; number 75, C, carries -0.0693; number 76, C, carries -0.1929; number 77, C, carries -0.0828; number 78, C, carries -0.1035; number 79, C, carries -0.1843; number 80, C, carries -0.1410; number 81, C, carries -0.2430; number 82, H, carries 0.0867; number 83, H, carries 0.0921; number 84, H, carries 0.1011; number 85, H, carries 0.0949; number 86, H, carries 0.0902; number 87, H, carries 0.1055; number 88, H, carries 0.0983; number 89, H, carries 0.0976; number 90, H, carries 0.1069; number 91, H, carries 0.0942; number 92, H, carries 0.0864; number 93, H, carries 0.0847; number 94, H, carries 0.0947; number 95, H, carries 0.0901; number 96, H, carries 0.0900; number 97, H, carries 0.0311; number 98, O, carries -0.0013; number 99, C, carries -0.6133